No. 1
Molecular formula: C26H45BINO16P
Method: DFT, ωB97M-V with the def2-TZVPD basis set

Results
- Orbital gap: 5.12 eV
- HOMO energy: -3.326 eV
- LUMO energy: 0.0658 Eh
- Net charge: -1

CARTESIAN COORDINATES (ANGSTROEM)
C1 1.282 0.175 -0.884
C2 0.628 0.311 -2.259
B1 -0.636 1.290 -2.234
O1 -1.885 0.694 -2.393
C3 -0.633 2.838 -2.045
C4 0.562 3.440 -2.862
C5 1.781 3.927 -2.097
C6 1.645 5.341 -1.576
I1 3.474 4.007 -3.523
P1 -0.593 3.084 -0.293
N1 -1.682 2.158 0.445
H1 0.537 0.082 -0.100
H2 1.986 0.964 -0.656
H3 1.842 -0.747 -0.875
H4 1.351 0.544 -3.033
H5 0.262 -0.690 -2.517
H6 -1.771 -0.244 -2.610
H7 0.921 2.726 -3.593
H8 0.194 4.294 -3.432
H9 2.127 3.244 -1.341
H10 1.721 6.038 -2.396
H11 2.486 5.561 -0.929
H12 0.713 5.484 -1.047
H13 -0.854 4.438 0.027
H14 0.659 2.728 0.287
H15 -2.333 2.731 0.966
C7 -6.368 3.552 -4.008
C8 -5.033 3.830 -3.372
C9 -4.716 2.963 -2.181
O2 -3.831 3.789 -1.441
C10 -4.102 5.071 -1.729
O3 -3.662 6.015 -1.150
O4 -4.954 5.151 -2.791
H16 -7.206 3.787 -3.349
H17 -6.496 4.155 -4.908
H18 -6.411 2.503 -4.287
H19 -4.246 3.753 -4.124
H20 -4.209 2.039 -2.450
H21 -5.594 2.732 -1.570
C11 -1.470 -1.712 -4.682
C12 -2.124 -0.734 -5.625
C13 -1.557 0.668 -5.576
O5 -2.693 1.463 -5.940
C14 -3.803 0.779 -5.590
O6 -4.894 1.250 -5.547
O7 -3.495 -0.498 -5.258
H22 -1.640 -1.415 -3.647
H23 -1.894 -2.708 -4.806
H24 -0.397 -1.766 -4.866
H25 -2.114 -1.124 -6.647
H26 -0.743 0.825 -6.280
H27 -1.233 0.963 -4.575
C15 -1.344 -0.007 3.297
C16 -0.400 -1.006 3.918
C17 0.693 -0.395 4.759
O8 1.759 -1.352 4.617
C18 1.579 -1.988 3.442
O9 2.389 -2.718 2.949
O10 0.379 -1.703 2.914
H28 -0.829 0.633 2.577
H29 -2.133 -0.517 2.746
H30 -1.806 0.617 4.062
H31 -0.953 -1.760 4.487
H32 0.417 -0.291 5.805
H33 1.038 0.567 4.375
C19 5.594 -4.468 0.476
C20 5.227 -3.018 0.666
C21 3.827 -2.658 0.231
O11 3.971 -1.283 -0.151
C22 5.260 -1.087 -0.520
O12 5.676 -0.119 -1.063
O13 6.020 -2.167 -0.181
H34 5.597 -4.726 -0.584
H35 6.596 -4.665 0.859
H36 4.889 -5.114 1.000
H37 5.402 -2.715 1.703
H38 3.095 -2.756 1.027
H39 3.493 -3.228 -0.640
C23 1.739 -6.326 7.580
C24 1.038 -5.142 6.963
C25 1.883 -3.894 6.849
O14 0.901 -2.856 6.937
C26 -0.156 -3.339 7.632
O15 -1.057 -2.680 8.034
O16 -0.040 -4.681 7.800
H40 2.003 -6.117 8.617
H41 1.087 -7.199 7.582
H42 2.643 -6.571 7.022
H43 0.613 -5.414 5.993
H44 2.423 -3.824 5.907
H45 2.587 -3.780 7.677

No. 2
Molecular formula: C26H45BN3O18
Method: DFT, ωB97M-V with the def2-TZVPD basis set

Results
- Orbital gap: 9.42 eV
- HOMO energy: -12.406 eV
- LUMO energy: -0.1099 Eh
- Net charge: +1

CARTESIAN COORDINATES (ANGSTROEM)
C1 -6.702 0.459 -1.746
C2 -6.486 2.028 -1.809
B1 -4.918 2.285 -1.828
O1 -4.174 1.772 -0.735
N1 -4.148 2.996 -2.940
C3 -2.672 2.758 -2.944
C4 -2.228 1.409 -3.563
N2 -3.300 0.610 -4.199
C5 -4.293 1.374 -4.931
O2 -5.505 0.569 -4.896
N3 -6.076 0.479 -6.149
O3 -6.667 -0.535 -6.234
C6 -4.663 2.758 -4.321
H1 -5.997 -0.053 -2.436
H2 -7.711 0.168 -2.075
H3 -6.470 0.068 -0.739
H4 -6.985 2.449 -0.919
H5 -7.022 2.381 -2.708
H6 -3.924 0.879 -1.010
H7 -4.268 4.003 -2.766
H8 -2.231 2.908 -1.944
H9 -2.227 3.565 -3.566
H10 -1.816 0.784 -2.742
H11 -1.405 1.584 -4.275
H12 -2.895 -0.053 -4.851
H13 -4.025 1.558 -5.991
H14 -5.749 2.929 -4.406
H15 -4.204 3.535 -4.967
C7 2.193 -1.571 -5.042
C8 1.738 -0.451 -5.951
C9 2.770 0.622 -6.169
O4 1.958 1.779 -6.410
C10 0.783 1.578 -5.781
O5 -0.045 2.421 -5.609
O6 0.663 0.298 -5.359
H16 3.143 -1.988 -5.377
H17 2.298 -1.221 -4.014
H18 1.453 -2.372 -5.027
H19 1.382 -0.858 -6.902
H20 3.412 0.416 -7.023
H21 3.393 0.808 -5.290
C11 0.299 1.723 0.693
C12 -0.278 0.325 0.649
C13 0.362 -0.626 1.622
O7 0.200 -1.890 0.967
C14 0.132 -1.643 -0.365
O8 0.194 -2.476 -1.207
O9 -0.005 -0.313 -0.609
H22 0.299 2.118 1.710
H23 1.319 1.735 0.305
H24 -0.287 2.395 0.063
H25 -1.364 0.360 0.784
H26 -0.134 -0.626 2.588
H27 1.429 -0.443 1.770
C15 2.481 -1.323 7.411
C16 1.604 -0.467 6.525
C17 1.425 -1.013 5.136
O10 1.212 0.176 4.366
C18 1.830 1.192 5.021
O11 2.014 2.271 4.557
O12 2.214 0.809 6.260
H28 2.137 -2.359 7.423
H29 3.519 -1.294 7.077
H30 2.468 -0.945 8.434
H31 0.640 -0.288 7.009
H32 0.568 -1.682 5.059
H33 2.313 -1.524 4.753
C19 -1.362 -5.434 2.371
C20 -0.152 -4.920 3.118
C21 1.021 -5.862 3.097
O13 1.686 -5.545 4.323
C22 0.748 -5.062 5.176
O14 0.924 -4.884 6.336
O15 -0.418 -4.809 4.524
H34 -1.101 -5.735 1.356
H35 -1.811 -6.280 2.893
H36 -2.128 -4.658 2.313
H37 0.128 -3.929 2.746
H38 1.678 -5.691 2.246
H39 0.731 -6.916 3.118
C23 6.072 4.011 2.622
C24 5.488 2.617 2.586
C25 6.138 1.657 3.545
O16 5.954 0.400 2.887
C26 5.867 0.654 1.556
O17 5.904 -0.177 0.710
O18 5.733 1.984 1.323
H40 6.091 4.405 3.639
H41 7.084 4.020 2.215
H42 5.478 4.686 2.004
H43 4.404 2.656 2.740
H44 5.658 1.655 4.523
H45 7.210 1.834 3.674

No. 3
Molecular formula: C26H45Cl3O2P2Pt
Method: DFT, ωB97M-V with the def2-TZVPD basis set

Results
- Orbital gap (spin up / spin down): 8.25 / 4.53 eV
- Multiplicity: 5
- HOMO energy (spin up / spin down): -13.436 / -14.642 eV
- LUMO energy (spin up / spin down): -0.1904 / -0.3717 Eh
- Expectation value of S²: 6.0207
- ΔE to the lowest compared entry with this formula, charge and spin: 0.0 kcal/mol
- Net charge: +2

CARTESIAN COORDINATES (ANGSTROEM)
Pt1 0.195 -0.447 0.471
C1 0.943 -1.889 -1.598
C2 1.397 -0.703 -2.228
C3 2.379 -0.735 -0.119
C4 1.573 -1.969 -0.281
C5 2.302 -0.019 -1.368
C6 0.214 -3.015 -2.220
H1 -0.625 -2.696 -2.855
H2 -0.170 -3.720 -1.472
H3 0.904 -3.589 -2.857
C7 1.905 -3.225 0.441
H4 1.152 -3.997 0.268
H5 1.950 -3.012 1.513
H6 2.885 -3.623 0.132
C8 3.426 -0.593 0.922
H7 4.388 -1.006 0.593
H8 3.110 -1.120 1.825
H9 3.580 0.456 1.181
C9 3.151 1.147 -1.713
H10 3.959 0.856 -2.403
H11 3.641 1.553 -0.821
H12 2.592 1.963 -2.198
C10 1.064 -0.320 -3.623
H13 1.694 -0.859 -4.344
H14 1.214 0.747 -3.813
H15 0.023 -0.565 -3.878
C11 -2.343 1.242 -0.985
C12 -1.933 0.578 -2.075
C13 -2.150 1.129 -3.453
C14 -1.148 2.232 -3.910
C15 -0.172 2.717 -2.866
C16 -0.599 3.401 -1.794
C17 -2.055 3.744 -1.605
C18 -2.984 2.601 -1.106
H16 -3.173 1.532 -3.549
H17 -1.752 3.075 -4.288
H18 -2.115 0.300 -4.178
H19 -3.859 2.554 -1.784
H20 -2.287 0.814 0.022
H21 -1.449 -0.401 -2.018
H22 -3.407 2.885 -0.131
H23 -2.120 4.579 -0.891
H24 0.093 3.873 -1.092
H25 -2.486 4.120 -2.547
H26 -0.593 1.853 -4.780
H27 0.891 2.615 -3.106
P1 -1.648 -1.807 1.045
C19 -1.208 -3.497 1.590
H28 -2.121 -4.006 1.930
H29 -0.500 -3.402 2.426
H30 -0.754 -4.062 0.768
C20 -2.629 -1.183 2.449
H31 -3.466 -1.872 2.628
H32 -3.022 -0.181 2.246
H33 -1.966 -1.171 3.334
C21 -2.780 -2.118 -0.350
H34 -3.191 -1.172 -0.718
H35 -3.596 -2.787 -0.039
H36 -2.226 -2.589 -1.172
P2 0.308 1.527 1.729
C22 1.485 2.633 0.873
H37 1.463 3.651 1.287
H38 1.261 2.673 -0.200
H39 2.496 2.226 1.005
C23 -1.284 2.388 1.951
H40 -1.629 2.844 1.016
H41 -1.204 3.166 2.725
H42 -2.029 1.655 2.286
C24 0.994 1.461 3.421
H43 1.056 2.466 3.860
H44 1.995 1.013 3.382
H45 0.355 0.814 4.037
Cl1 2.090 -3.885 5.103
C25 1.930 -2.097 5.139
Cl2 1.369 -1.563 6.724
Cl3 3.505 -1.337 4.769
C26 0.822 -1.709 4.035
O1 -0.341 -1.562 4.451
O2 1.256 -1.579 2.852

No. 4
Molecular formula: C26H45CrN8O4
Method: DFT, ωB97M-V with the def2-TZVPD basis set

Results
- Orbital gap (spin up / spin down): 4.91 / 6.87 eV
- Multiplicity: 4
- HOMO energy (spin up / spin down): -13.221 / -13.320 eV
- LUMO energy (spin up / spin down): -0.3053 / -0.2370 Eh
- Expectation value of S²: 3.8710
- Net charge: +2

CARTESIAN COORDINATES (ANGSTROEM)
Cr1 0.229 0.625 -0.906
C1 1.669 0.134 -3.951
C2 2.614 -0.235 -2.803
N1 1.934 -0.573 -1.547
C3 1.602 -2.082 -1.513
C4 0.129 -2.340 -1.689
N2 -0.653 -1.342 -0.864
C5 -2.974 -0.826 0.160
C6 -2.380 -0.088 1.404
C7 -2.017 1.352 1.176
N3 -1.410 1.770 -0.192
C8 -2.279 1.942 -1.392
C9 -1.450 2.130 -2.685
N4 -0.475 0.994 -2.901
C10 0.647 1.311 -3.800
H1 2.246 0.313 -4.835
H2 1.120 -0.815 -4.136
H3 3.188 -1.141 -3.102
H4 3.424 0.517 -2.626
H5 2.534 -0.418 -0.713
H6 2.192 -2.666 -2.273
H7 1.942 -2.479 -0.542
H8 -0.161 -2.354 -2.738
H9 -0.165 -3.360 -1.330
H10 -0.519 -1.706 0.098
H11 -3.642 -0.146 -0.325
H12 -4.207 -1.763 1.653
H13 -3.150 0.012 2.186
H14 -1.516 -0.611 1.810
H15 -2.848 2.003 1.384
H16 -1.251 1.577 1.933
H17 -0.987 2.706 -0.027
H18 -2.957 1.087 -1.612
H19 -2.926 2.826 -1.269
H20 -2.104 2.136 -3.523
H21 -0.940 3.094 -2.681
H22 -1.013 0.226 -3.290
H23 0.319 1.626 -4.835
H24 1.138 2.178 -3.275
C11 -0.555 -4.876 2.815
C12 -1.125 -3.963 1.737
O1 -0.419 -3.431 0.856
N5 -2.444 -3.875 1.696
C13 -3.332 -3.478 0.557
C14 -3.869 -2.081 0.640
C15 -5.100 -1.861 -0.102
C16 -5.175 -1.767 -1.468
C17 -4.082 -1.677 -2.428
C18 -2.737 -1.497 -2.155
N6 -2.127 -1.293 -0.989
H25 0.515 -5.036 2.700
H26 -1.096 -5.847 2.781
H27 -0.760 -4.393 3.785
H28 -2.904 -4.315 2.475
H29 -4.140 -4.201 0.558
H30 -2.775 -3.642 -0.355
H31 -6.076 -1.947 0.505
H32 -6.157 -1.662 -1.916
H33 -4.303 -1.782 -3.489
H34 -2.074 -1.708 -2.994
C19 2.010 0.578 3.818
C20 3.414 1.153 3.335
C21 3.359 2.233 2.197
C22 4.810 2.609 1.973
C23 5.156 3.858 1.182
C24 2.558 3.458 2.557
O2 2.629 4.036 3.643
N7 1.821 4.014 1.500
C25 1.212 3.328 0.474
O3 0.186 3.825 -0.003
N8 1.785 2.173 0.092
C26 2.831 1.657 0.855
O4 3.387 0.620 0.438
H35 1.220 0.754 3.089
H36 1.725 1.103 4.718
H37 2.100 -0.473 4.008
H38 4.024 0.305 2.968
H39 3.864 1.650 4.222
H40 5.439 1.745 1.638
H41 5.255 2.755 2.962
H42 4.929 3.779 0.132
H43 6.230 3.960 1.283
H44 4.673 4.770 1.581
H45 1.216 4.830 1.694

Q: net charge of number 2 (C26H45BN3O18)?
A: +1

Q: What is the net charge in the third record?
A: +2